Record 1
Formula: C45H48N8O16
Source: OMol25
Level of theory: the ωB97M-V functional and the def2-TZVPD basis

Structure (ORCA input):
```
! RIJCOSX wB97M-V def2-TZVPD def2/J DEFGRID3
* xyz 0 1
C 4.254 -1.700 0.742
C 1.324 0.707 5.535
C -3.628 -2.509 -1.896
H 4.611 -0.993 0.111
O 4.994 -2.871 5.101
C -2.528 -0.251 2.975
H 2.187 0.751 5.893
O 5.034 4.529 -4.243
H 1.970 0.679 -0.517
H -3.314 -1.070 3.011
H -2.847 1.038 -0.294
H 2.749 3.212 -3.937
C 3.772 1.880 -0.312
O 6.518 4.106 -2.681
O 1.076 1.939 -5.290
C 0.060 5.959 2.347
O 0.142 -1.682 -1.537
N 0.079 7.330 3.013
H 1.995 6.232 1.602
O -3.560 -6.811 -4.434
C 2.861 -2.665 -6.740
H -6.816 2.717 -0.166
H 1.221 1.400 -2.586
H 5.426 -1.585 2.520
H -6.860 2.893 -2.439
N -2.864 -5.858 -3.996
C 4.722 -2.131 2.132
C 3.012 2.800 -3.063
H 1.684 0.476 1.952
C -1.086 3.805 1.427
C -4.921 1.670 -0.121
C -2.060 -0.113 5.506
C 1.964 0.836 3.102
H -2.276 -0.279 1.846
H -0.962 -2.297 2.936
N -5.238 1.750 -4.571
H -4.842 1.655 1.024
H -2.975 -1.610 -1.497
H -1.988 3.077 1.337
C 2.521 1.379 -0.984
C -5.499 -4.081 -1.604
H 2.461 -2.028 -0.596
C 4.122 -3.190 2.921
C -0.032 3.493 0.609
H -0.033 2.702 -0.281
C -5.124 1.689 -3.142
H 0.596 -0.390 -4.037
H 5.518 3.448 -0.496
C 1.421 -2.567 -4.603
O 1.139 8.056 2.794
C 1.328 -1.410 4.122
O -0.700 1.589 3.560
N 5.431 4.076 -3.126
O -0.007 -0.600 0.488
C 1.346 4.259 0.790
C 2.246 -3.465 1.058
H 2.217 -1.525 4.686
C 0.211 -2.345 4.724
H -2.520 0.769 5.610
N -0.284 0.484 3.782
H -6.612 -3.924 -1.277
O 4.278 -4.787 4.725
H 0.849 -3.146 -3.653
H 1.465 -1.825 3.058
C -1.523 -0.454 4.078
H 0.576 -3.177 4.767
O -0.842 0.213 -1.426
H -1.859 -2.692 4.513
C -3.870 1.108 -2.428
O -4.274 1.268 -5.211
H 2.057 1.883 2.865
C 4.699 2.817 -0.927
O -1.793 -5.461 -4.550
C 2.170 -3.348 -5.552
O 1.900 1.648 -7.312
H 0.394 -1.963 5.822
H 1.289 -3.938 0.824
O -6.449 2.025 -5.003
H -5.484 -2.163 -0.613
C -1.130 -2.016 4.109
C -1.210 5.074 2.243
C 2.883 -3.976 2.295
H -1.446 -0.508 6.506
C 4.390 3.243 -2.393
H 1.331 1.835 5.607
C 1.711 -0.334 -5.947
H -3.161 0.639 -3.075
H -3.014 -0.706 5.817
C -3.738 1.194 -0.864
H 2.843 -0.599 -7.936
C -3.494 -4.941 -3.051
C 1.379 5.523 1.659
H -5.319 -6.234 -2.753
H -2.850 0.871 3.032
C 1.162 -1.088 -4.676
N 4.652 -3.666 4.296
H 3.699 -3.280 -7.340
C -6.180 2.266 -2.149
H -2.079 5.356 2.648
H -1.751 -3.384 -2.990
C 2.121 1.841 -2.242
O -0.913 7.654 3.396
H 4.088 1.386 0.583
C 2.873 -2.421 0.294
C 1.028 0.103 4.102
C -4.901 -5.254 -2.484
H 2.169 3.946 0.245
H 2.652 -4.957 2.862
C -4.967 -2.843 -1.294
N 1.452 1.149 -6.286
C -2.803 -3.620 -2.606
C 2.479 -1.202 -6.965
C -6.021 2.216 -0.675
H 2.866 0.278 3.235
N -0.240 -0.807 -0.817
H 0.858 0.276 6.151
H 2.362 -4.453 -5.309
*
```

Properties
energy relative to the best compared isomer or geometry (same formula, charge and spin): 98.97 kJ/mol
E_HOMO: -9.29 eV
E: -92072.660 eV
Kohn-Sham gap: 0.199 hartree
LUMO energy: -3.886 eV

Atom charges from the Löwdin analysis, given in e for atoms 1 to 99:
1 C 0.070
2 C 0.070
3 C -0.023
4 H 0.026
5 O 0.080
6 C -0.055
7 H 0.030
8 O 0.034
9 H 0.020
10 H 0.122
11 H 0.038
12 H 0.023
13 C -0.078
14 O 0.099
15 O -0.026
16 C -0.032
17 O -0.004
18 N -0.388
19 H -0.009
20 O 0.040
21 C -0.058
22 H 0.092
23 H 0.055
24 H 0.028
25 H 0.024
26 N -0.334
27 C -0.002
28 C 0.125
29 H 0.133
30 C -0.132
31 C -0.135
32 C -0.017
33 C 0.010
34 H 0.100
35 H 0.174
36 N -0.309
37 H 0.111
38 H 0.094
39 H 0.111
40 C -0.078
41 C -0.095
42 H 0.047
43 C -0.073
44 C -0.060
45 H 0.129
46 C -0.071
47 H 0.073
48 H 0.107
49 C -0.108
50 O 0.003
51 C -0.094
52 O 0.208
53 N -0.381
54 O -0.145
55 C 0.041
56 C -0.091
57 H 0.109
58 C -0.138
59 H 0.022
60 N 0.028
61 H 0.117
62 O 0.015
63 H 0.141
64 H 0.124
65 C -0.385
66 H 0.007
67 O -0.129
68 H 0.113
69 C 0.090
70 O 0.065
71 H 0.077
72 C 0.006
73 O 0.031
74 C -0.100
75 O 0.063
76 H 0.151
77 H 0.100
78 O 0.017
79 H 0.091
80 C -0.099
81 C 0.064
82 C 0.024
83 H 0.157
84 C -0.022
85 H 0.155
86 C -0.060
87 H 0.068
88 H 0.128
89 C -0.017
90 H 0.128
91 C -0.108
92 C 0.070
93 H 0.087
94 H 0.109
95 C 0.035
96 N -0.349
97 H 0.128
98 C 0.077
99 H 0.035

Record 2
Formula: C45H49AlNO2
Source: OMol25
Level of theory: the ωB97M-V functional and the def2-TZVPD basis

Structure (ORCA input):
```
! RIJCOSX wB97M-V def2-TZVPD def2/J DEFGRID3
* xyz -1 1
C -0.906 0.663 0.982
C 1.552 3.835 4.628
C 0.403 4.191 6.722
C 4.170 -2.688 1.691
N 1.888 4.015 1.263
C -0.893 1.347 -1.855
C 4.016 -5.538 6.305
C 2.847 -4.395 4.526
H -9.000 5.179 -2.776
C 1.576 4.223 5.967
H 2.567 -4.323 3.478
H -10.313 2.264 0.097
H -7.989 1.417 0.299
C -2.931 4.950 1.256
H 0.342 3.102 3.003
C 0.359 3.410 4.044
H -0.474 1.216 -2.945
C 2.246 -4.366 0.565
H -6.671 4.350 -2.553
C 3.653 -5.447 4.962
C -7.186 2.832 -1.113
H -4.693 3.404 0.839
C 3.678 -5.005 -7.943
C 2.402 -3.435 5.435
H 3.443 -5.803 -8.642
H 0.511 -0.307 -0.728
C -7.470 3.890 -1.976
H -1.746 3.056 4.343
C 3.469 -4.890 0.984
H 1.744 -5.057 -6.994
C -8.778 4.358 -2.099
H 3.673 -5.951 0.871
C -9.801 3.774 -1.353
C 0.718 -1.156 -5.053
H 6.217 -2.908 -7.093
C 4.430 -4.051 1.549
H -1.873 6.669 -0.985
H 2.506 4.552 6.422
C 3.027 -3.565 -6.116
H -10.819 4.141 -1.446
C 5.238 -3.379 -7.071
C -2.611 2.695 -0.078
Al -1.357 5.866 0.312
H 0.123 -4.496 -3.178
H -1.707 3.757 6.724
H 5.675 -4.720 -8.699
C 4.285 -2.964 -6.140
H -0.771 6.950 1.355
H 1.499 -5.019 0.122
H 2.466 3.862 4.038
C 2.757 -3.531 6.780
H -6.167 2.466 -1.019
C -3.751 3.859 0.298
C 0.292 -3.561 -3.706
H 2.404 -2.787 7.489
C 2.944 -2.166 1.277
H 1.604 -2.767 -2.192
H 4.523 -2.173 -5.434
C 4.933 -4.398 -7.973
C -0.339 0.486 -0.560
H 1.777 -2.613 5.095
O 2.615 3.253 0.645
H -4.084 4.385 -0.718
C -0.792 3.776 6.137
H 0.392 4.706 -1.362
C 1.122 -2.588 -3.149
H -3.748 5.722 1.658
C -0.105 -2.133 -5.614
H 4.920 -2.034 2.126
C -8.210 2.244 -0.370
H -2.523 2.011 2.287
C 3.566 -4.581 7.215
H 5.382 -4.460 1.877
H 4.648 -6.354 6.643
C -9.516 2.718 -0.487
O 1.476 5.048 0.476
H 0.422 4.490 7.767
H -2.499 3.182 -2.500
H 0.055 3.500 0.076
C 0.200 4.630 -0.189
H 3.999 -6.196 4.253
C -0.320 -3.335 -4.938
H 1.976 -0.623 -3.386
C 1.982 -3.005 0.716
C -2.069 2.507 -1.614
H -0.502 0.052 1.915
H 0.881 -0.217 -5.576
H 1.027 -2.598 0.395
H -0.579 -1.958 -6.575
H -2.503 4.401 2.221
H 3.845 -4.653 8.263
H -0.964 -4.094 -5.373
C -2.074 1.811 1.225
H 2.740 -1.104 1.391
H 2.282 -3.237 -5.395
C 2.723 -4.587 -7.015
C 1.333 -1.384 -3.822
C -0.814 3.383 4.799
*
```

Properties
energy relative to the best compared isomer or geometry (same formula, charge and spin): 879.23 kJ/mol
E_HOMO: -5.17 eV
E: -59630.346 eV
Kohn-Sham gap: 0.267 hartree
LUMO energy: 2.104 eV

For each atom in turn, the Löwdin charge in e is:
1 C -0.071
2 C -0.090
3 C -0.113
4 C -0.093
5 N -0.078
6 C -0.058
7 C -0.104
8 C -0.088
9 H 0.097
10 C -0.105
11 H 0.079
12 H 0.095
13 H 0.100
14 C -0.333
15 H 0.076
16 C -0.083
17 H 0.067
18 C -0.103
19 H 0.102
20 C -0.095
21 C -0.092
22 H 0.090
23 C -0.104
24 C -0.082
25 H 0.095
26 H 0.048
27 C -0.090
28 H 0.081
29 C -0.111
30 H 0.098
31 C -0.101
32 H 0.100
33 C -0.108
34 C -0.101
35 H 0.097
36 C -0.115
37 H -0.119
38 H 0.093
39 C -0.079
40 H 0.095
41 C -0.101
42 C -0.155
43 Al 0.210
44 H 0.101
45 H 0.094
46 H 0.095
47 C -0.081
48 H -0.107
49 H 0.100
50 H 0.093
51 C -0.098
52 H 0.092
53 C -0.271
54 C -0.095
55 H 0.100
56 C -0.083
57 H 0.087
58 H 0.102
59 C -0.108
60 C -0.089
61 H 0.104
62 O 0.000
63 H 0.097
64 C -0.105
65 H 0.074
66 C -0.094
67 H 0.055
68 C -0.100
69 H 0.105
70 C -0.095
71 H 0.078
72 C -0.105
73 H 0.103
74 H 0.095
75 C -0.107
76 O -0.256
77 H 0.091
78 H 0.102
79 H 0.036
80 C -0.281
81 H 0.098
82 C -0.106
83 H 0.108
84 C -0.107
85 C -0.032
86 H 0.079
87 H 0.106
88 H 0.092
89 H 0.103
90 H 0.032
91 H 0.096
92 H 0.101
93 C -0.029
94 H 0.106
95 H 0.056
96 C -0.086
97 C -0.105
98 C -0.092